# 1
{
  "formula": "C8H14O2",
  "method": "ωB97M-V/def2-TZVPD",
  "elements": ["H", "H", "C", "H", "H", "C", "H", "H", "H", "H", "H", "O", "H", "C", "H", "O", "H", "H", "C", "C", "H", "C", "C", "C"],
  "positions_angstrom": [[0.999, -0.088, 3.693], [2.838, 1.238, 2.534], [0.639, 0.654, -1.452], [-1.181, -0.314, 2.715], [1.236, 1.499, -1.874], [-0.394, 0.208, 2.178], [-1.602, 0.571, -1.587], [-2.142, -1.452, -3.427], [2.443, 1.796, 0.131], [-1.795, -2.294, -2.184], [1.124, -0.304, -1.660], [-2.511, -2.029, -2.756], [-1.632, 0.476, 0.432], [-0.646, 0.516, 0.863], [0.302, -2.496, 0.712], [-0.110, -2.109, -0.067], [-0.883, 0.006, -2.963], [-0.922, 1.701, -2.669], [1.922, 1.010, 2.008], [0.899, 0.395, 2.734], [-1.032, -2.374, -0.100], [1.623, 1.376, 0.716], [0.476, 0.947, 0.028], [-0.681, 0.739, -2.210]],
  "e_homo_ev": [-14.4, -14.4],
  "spin_multiplicity": 2,
  "s_squared": 0.769,
  "orbital_gap_ev": [9.892, 6.419],
  "charge": 1
}

***

# 2
{
  "formula": "C8H14O3",
  "method": "ωB97M-V/def2-TZVPD",
  "elements": ["C", "C", "H", "C", "C", "C", "O", "O", "C", "C", "H", "C", "H", "H", "H", "H", "H", "H", "H", "O", "H", "H", "H", "H", "H"],
  "positions_angstrom": [[1.291, -0.539, -0.559], [-2.323, -1.632, 0.604], [3.273, -0.076, -1.082], [-0.243, 1.490, -0.350], [1.091, 0.678, 1.750], [2.737, -0.817, -0.493], [-1.627, -0.357, 0.629], [-0.207, 2.564, -1.199], [1.044, 0.822, 0.213], [-1.614, 0.381, -0.505], [-3.349, -0.171, -1.505], [-2.462, 0.430, -1.525], [3.058, -0.668, 0.575], [-1.965, -2.095, 1.437], [-2.552, 1.196, -2.290], [-1.967, -2.211, -0.325], [-3.431, -1.511, 0.650], [1.560, 1.601, 2.101], [1.734, -0.184, 1.947], [-0.615, 2.777, 0.160], [3.029, -1.795, -0.826], [0.854, -0.459, -1.564], [0.091, 0.465, 2.317], [1.789, 1.488, -0.142], [0.803, -1.377, -0.015]],
  "e_homo_ev": -9.3,
  "spin_multiplicity": 1,
  "smiles": "C=C(OC)C1([C@@H](C)CC)OO1",
  "orbital_gap_ev": 10.079,
  "charge": 0
}

***

# 3
{
  "formula": "C8H14O3",
  "method": "ωB97M-V/def2-TZVPD",
  "elements": ["H", "H", "C", "C", "H", "H", "C", "C", "H", "C", "H", "H", "H", "H", "H", "H", "O", "C", "O", "C", "H", "O", "H", "H", "C"],
  "positions_angstrom": [[0.884, -0.054, -3.998], [-0.992, -2.994, 3.925], [-0.697, 1.351, -3.812], [-0.271, -2.713, 3.139], [2.399, 1.024, -2.300], [-1.134, 2.070, -3.097], [-0.961, -2.168, 1.900], [1.583, 1.566, -2.801], [0.378, -3.563, 2.888], [0.110, -0.288, -1.965], [-1.537, 0.653, -4.039], [0.293, 1.112, -0.311], [-1.262, 1.166, -1.065], [1.211, 2.375, -2.166], [-0.670, -1.020, -2.278], [-0.421, 1.859, -4.779], [-1.110, -0.396, 0.206], [-0.333, -1.115, 1.052], [-2.051, -2.684, 1.609], [-0.509, 0.479, -0.757], [2.003, 2.009, -3.721], [0.867, -0.941, 1.177], [0.986, -0.830, -1.615], [0.355, -1.890, 3.541], [0.488, 0.596, -3.218]],
  "e_homo_ev": -10.0,
  "spin_multiplicity": 1,
  "smiles": "CC(=O)C(=O)OCCC(C)C",
  "orbital_gap_ev": 9.842,
  "charge": 0
}

***

# 4
{
  "formula": "C8H14O9Zn",
  "method": "ωB97M-V/def2-TZVPD",
  "elements": ["C", "O", "C", "H", "O", "C", "H", "H", "H", "H", "H", "H", "H", "H", "O", "C", "H", "O", "C", "C", "O", "H", "O", "C", "Zn", "O", "H", "H", "O", "C", "O", "H"],
  "positions_angstrom": [[-14.918, -16.260, 16.762], [-18.973, -17.137, 19.571], [-17.539, -18.071, 22.318], [-14.425, -15.416, 16.272], [-18.990, -20.161, 16.876], [-17.877, -19.746, 17.226], [-16.080, -20.523, 16.369], [-15.077, -20.268, 20.409], [-21.434, -16.006, 18.443], [-15.714, -16.593, 16.093], [-16.195, -18.751, 16.315], [-17.138, -19.722, 15.175], [-19.057, -18.251, 23.829], [-18.204, -16.701, 23.772], [-19.274, -14.926, 19.891], [-19.449, -15.988, 19.293], [-14.423, -18.869, 20.465], [-15.590, -14.614, 18.327], [-18.086, -17.782, 23.700], [-20.402, -15.979, 18.094], [-15.929, -16.770, 18.835], [-20.226, -15.090, 17.479], [-17.528, -19.418, 18.397], [-15.534, -15.818, 18.091], [-17.134, -18.086, 19.876], [-17.876, -19.128, 21.722], [-17.364, -18.095, 24.457], [-20.226, -16.826, 17.426], [-15.248, -19.331, 20.303], [-16.753, -19.679, 16.195], [-16.855, -17.183, 21.745], [-14.183, -17.052, 16.907]],
  "e_homo_ev": -1.9,
  "spin_multiplicity": 1,
  "orbital_gap_ev": 6.561,
  "charge": -2
}

***

# 5
{
  "formula": "C8H14OPSn",
  "method": "ωB97M-V/def2-TZVPD",
  "elements": ["H", "Sn", "H", "H", "H", "C", "H", "H", "H", "H", "H", "C", "H", "C", "H", "H", "H", "C", "H", "P", "C", "O", "C", "C", "C"],
  "positions_angstrom": [[0.120, 0.564, -4.249], [-0.956, -0.260, -0.973], [-0.974, 0.522, 3.877], [-0.627, -3.365, -2.830], [1.520, 1.071, -1.973], [-0.558, -1.327, -3.503], [0.789, -0.572, 4.081], [0.542, -2.685, -0.502], [-2.062, 0.106, 2.518], [-1.098, 1.621, 2.465], [1.170, -1.848, 2.865], [0.791, 0.265, -2.183], [2.055, -0.297, 2.829], [1.078, -0.763, 3.040], [0.107, 3.757, -1.044], [-0.923, 3.481, 0.751], [1.163, 2.952, 0.635], [0.186, -2.031, -1.303], [-1.136, -1.536, -4.397], [-0.055, 2.728, -0.074], [0.025, -0.188, 2.154], [0.148, -0.332, 0.912], [-0.348, -2.345, -2.524], [0.137, -0.082, -3.355], [-1.094, 0.564, 2.784]],
  "e_homo_ev": [-11.5, -11.5],
  "spin_multiplicity": 1,
  "orbital_gap_ev": [6.423, 6.405],
  "charge": 1
}

***

# 6
{
  "formula": "C8H14OS2",
  "method": "ωB97M-V/def2-TZVPD",
  "elements": ["C", "S", "H", "H", "H", "C", "H", "O", "H", "C", "C", "H", "H", "H", "H", "S", "C", "C", "C", "H", "H", "C", "H", "H", "H"],
  "positions_angstrom": [[0.976, 0.021, -0.189], [1.935, -0.264, -1.707], [-0.337, 0.771, -2.384], [2.671, 0.885, -1.575], [0.711, -1.959, -1.859], [-0.064, -2.211, -0.975], [-0.709, 2.522, -1.822], [-2.490, -0.546, -0.057], [1.043, -2.362, 1.537], [-0.696, 2.008, 0.857], [-0.678, 1.079, -0.324], [-2.029, 1.375, -1.789], [-1.613, 2.650, 0.681], [1.876, 2.016, 0.653], [0.222, 2.721, 0.878], [2.043, 0.648, 1.089], [-0.937, 1.494, -1.730], [-0.045, -1.080, 0.066], [-1.338, -0.269, -0.046], [-1.077, -2.299, -1.356], [-0.733, -2.423, 1.732], [0.052, -1.738, 1.458], [0.135, -3.139, -0.457], [-0.115, -0.924, 2.225], [-0.809, 1.523, 1.749]],
  "e_homo_ev": [-5.5, -8.6],
  "spin_multiplicity": 3,
  "s_squared": 2.009,
  "orbital_gap_ev": [5.891, 6.295],
  "charge": 0
}

***

# 7
{
  "formula": "C8H14S",
  "method": "ωB97M-V/def2-TZVPD",
  "elements": ["H", "H", "H", "H", "C", "H", "H", "H", "H", "C", "C", "H", "C", "H", "C", "H", "H", "S", "C", "C", "H", "H", "C"],
  "positions_angstrom": [[1.887, 2.078, -1.819], [0.536, 0.136, 3.023], [1.978, -2.077, -1.648], [1.270, -1.122, -2.863], [1.802, -1.137, -1.953], [2.798, -0.657, -1.832], [-0.401, -2.161, -1.278], [2.544, 1.706, -0.217], [-2.206, -1.406, 0.576], [0.916, -0.525, -0.919], [-0.396, -0.255, 2.573], [0.126, -2.079, 0.408], [-0.147, -1.452, -0.393], [-3.404, 0.769, 0.759], [0.883, 0.716, -0.510], [-1.920, -0.117, -0.771], [1.330, 2.932, -0.335], [-1.064, 0.679, 1.300], [1.660, 1.955, -0.746], [-1.475, -0.734, 0.010], [-2.842, 2.174, 1.850], [-1.175, -0.508, 3.236], [-2.702, 1.083, 1.547]],
  "e_homo_ev": [-7.4, -7.1],
  "spin_multiplicity": 1,
  "orbital_gap_ev": [7.579, 6.420],
  "charge": 0
}

***

# 8
{
  "formula": "C8H15AsF6KNO2S",
  "method": "ωB97M-V/def2-TZVPD",
  "elements": ["C", "F", "As", "H", "O", "C", "F", "H", "H", "H", "H", "C", "H", "C", "O", "H", "F", "H", "H", "H", "H", "C", "H", "F", "H", "N", "C", "C", "K", "H", "S", "H", "F", "C", "F"],
  "positions_angstrom": [[-3.982, 3.008, 10.988], [-3.688, 7.912, 9.273], [-3.422, 7.140, 10.762], [-4.605, 2.677, 14.062], [-6.356, 3.211, 12.184], [-8.813, 3.669, 8.809], [-4.108, 5.672, 10.090], [-3.872, 2.424, 10.080], [-2.219, 1.813, 13.697], [-4.864, 0.919, 13.765], [-10.274, -0.092, 8.935], [-2.982, 1.789, 12.920], [-8.603, 0.642, 7.259], [-10.111, 0.964, 8.752], [-5.693, 1.015, 11.232], [-10.934, 1.328, 8.120], [-1.846, 6.658, 10.302], [-7.964, 1.080, 8.798], [-1.857, 2.818, 11.353], [-2.795, 0.848, 12.388], [-7.778, 3.009, 7.130], [-8.691, 2.781, 7.674], [-9.562, 3.014, 7.051], [-3.238, 6.306, 12.279], [-2.675, 3.905, 12.420], [-8.929, 4.381, 9.705], [-4.418, 1.835, 13.392], [-2.775, 2.936, 11.926], [-7.095, 5.823, 11.329], [-4.227, 4.051, 10.802], [-5.328, 2.239, 11.893], [-10.253, 1.525, 9.681], [-5.067, 7.502, 11.269], [-8.775, 1.315, 8.101], [-2.884, 8.609, 11.457]],
  "e_homo_ev": -10.7,
  "spin_multiplicity": 1,
  "orbital_gap_ev": 10.538,
  "charge": 0
}

***

# 9
{
  "formula": "C8H15Cl4FN",
  "method": "ωB97M-V/def2-TZVPD",
  "elements": ["C", "H", "H", "H", "H", "Cl", "C", "H", "Cl", "H", "C", "H", "H", "H", "H", "H", "C", "C", "F", "C", "Cl", "H", "H", "C", "C", "H", "Cl", "H", "N"],
  "positions_angstrom": [[1.816, -0.066, 1.430], [0.101, -2.056, -0.509], [1.586, -1.044, 3.358], [0.114, -0.272, 2.709], [0.272, 0.906, -1.475], [0.498, -1.661, -3.175], [0.315, 1.051, -0.395], [-2.329, 3.033, 0.584], [-2.223, -1.282, -2.250], [-0.938, -1.091, 0.516], [1.012, -0.843, 2.457], [2.754, -0.573, 1.219], [-0.648, 3.355, 0.992], [2.011, 0.975, 1.653], [-1.138, 0.929, 1.203], [-1.163, 3.345, -0.698], [-1.117, -1.051, -3.620], [-1.301, 2.868, 0.272], [1.219, 2.045, -0.162], [0.088, -1.419, 0.372], [-0.993, 0.675, -3.967], [-1.796, 0.884, -0.421], [1.516, -2.646, 1.417], [0.614, -2.075, 1.644], [-1.040, 1.363, 0.205], [-0.131, -2.719, 2.104], [-1.704, -1.920, -5.015], [1.625, -0.493, -0.594], [0.982, -0.217, 0.147]],
  "e_homo_ev": -14.4,
  "spin_multiplicity": 1,
  "orbital_gap_ev": 11.456,
  "charge": 1
}

***

# 10
{
  "formula": "C8H15ClCoINOPS",
  "method": "ωB97M-V/def2-TZVPD",
  "elements": ["H", "C", "C", "C", "H", "C", "H", "O", "H", "H", "H", "C", "C", "H", "C", "H", "Cl", "I", "H", "H", "S", "H", "C", "H", "Co", "H", "H", "P", "H", "N"],
  "positions_angstrom": [[-1.739, -2.106, -0.877], [-1.273, 0.925, -2.708], [0.756, -0.670, 3.215], [1.341, 1.972, -2.085], [-1.660, 2.193, 0.215], [-0.772, 2.564, -0.320], [-0.013, 2.849, 0.425], [2.048, 0.962, 1.035], [1.977, 2.380, -1.298], [1.905, 1.218, -2.628], [1.348, 0.241, 3.196], [-0.473, -2.359, 2.368], [-0.690, -2.443, -1.047], [1.035, 2.774, -2.758], [0.387, -1.324, 4.394], [-0.381, -2.527, -2.120], [-1.596, -0.128, 0.425], [2.600, -1.511, -1.152], [-0.961, -3.031, 1.663], [-2.277, 0.771, -2.302], [-0.559, -2.749, 4.057], [-1.247, 1.783, -3.387], [1.331, 0.147, 0.567], [0.698, -1.007, 5.379], [0.326, -1.007, -0.361], [-0.305, -3.281, -0.410], [-0.956, 0.028, -3.248], [-0.105, 1.195, -1.360], [-1.034, 3.427, -0.947], [0.286, -1.285, 2.069]],
  "e_homo_ev": [-16.1, -16.0],
  "spin_multiplicity": 5,
  "s_squared": 6.109,
  "orbital_gap_ev": [6.830, 4.424],
  "charge": 2
}

***

# 11
{
  "formula": "C8H15ClO5S",
  "method": "ωB97M-V/def2-TZVPD",
  "elements": ["O", "H", "H", "O", "C", "H", "H", "H", "O", "S", "C", "H", "H", "H", "H", "H", "C", "H", "H", "C", "H", "C", "H", "H", "O", "C", "C", "O", "C", "Cl"],
  "positions_angstrom": [[3.381, -1.239, 0.272], [1.040, -0.626, 0.129], [1.499, -0.402, -1.573], [-2.805, -1.624, -0.145], [-2.921, 0.677, 0.171], [0.921, 1.819, 0.456], [-0.953, 0.516, 1.071], [5.115, -0.371, 1.024], [-4.851, -1.844, 1.253], [-3.470, -1.511, 1.322], [1.567, 0.026, -0.574], [-4.393, -0.529, -0.705], [3.182, 0.765, 0.696], [-3.572, 1.535, 0.028], [-0.924, 2.050, -1.578], [3.636, 0.364, -0.990], [4.738, -1.333, 0.674], [-0.677, 0.327, -1.543], [1.347, 2.081, -1.242], [0.878, 1.386, -0.545], [4.794, -2.057, 1.484], [-1.466, 1.124, 0.328], [-1.508, 2.128, 0.756], [5.343, -1.696, -0.160], [-3.286, 0.060, 1.453], [-0.616, 1.227, -0.935], [-3.306, -0.437, -0.779], [-2.686, -2.206, 2.274], [3.018, 0.069, -0.133], [-3.029, -0.279, -2.490]],
  "e_homo_ev": -9.8,
  "spin_multiplicity": 1,
  "orbital_gap_ev": 10.377,
  "charge": 0
}

***

# 12
{
  "formula": "C8H15F2I",
  "method": "ωB97M-V/def2-TZVPD",
  "elements": ["H", "F", "H", "C", "H", "H", "C", "H", "C", "H", "H", "I", "C", "H", "H", "C", "H", "H", "H", "C", "C", "C", "H", "F", "H", "H"],
  "positions_angstrom": [[2.879, -2.829, -0.960], [-0.711, 2.687, -1.252], [-0.952, -2.147, -0.400], [1.540, -0.391, -0.425], [0.393, 2.493, 1.792], [1.848, -1.952, 1.133], [-1.841, 1.652, 0.487], [-3.021, -0.094, -0.158], [-0.854, 2.395, 0.058], [-0.101, 4.032, 1.164], [-2.709, 0.905, -1.407], [3.535, 0.444, 0.102], [-2.866, 0.929, -0.348], [-3.672, 1.561, -0.225], [0.682, 0.220, 0.071], [1.305, -1.789, 0.155], [1.109, 2.898, 0.430], [-0.223, -2.779, 1.001], [1.379, -2.765, -1.744], [1.811, -2.839, -0.811], [0.164, 3.053, 0.937], [-0.206, -1.950, 0.390], [1.408, -3.708, -0.558], [1.521, -0.437, -1.844], [-0.543, -1.090, 0.849], [-1.874, 1.502, 1.562]],
  "e_homo_ev": -9.3,
  "spin_multiplicity": 1,
  "smiles": "CC(C)[C@H](F)I.C/C=C(/C)F",
  "orbital_gap_ev": 9.691,
  "charge": 0
}

***

Number 1: maximum force 2.7 eV Å⁻¹. Number 2: maximum force 4.2 eV Å⁻¹. Number 3: maximum force 4.9 eV Å⁻¹. Number 4: maximum force 1.4 eV Å⁻¹. Number 5: maximum force 3.2 eV Å⁻¹. Number 6: maximum force 5.9 eV Å⁻¹. Number 7: maximum force 3.9 eV Å⁻¹. Number 8: maximum force 1.2 eV Å⁻¹. Number 9: maximum force 0.7 eV Å⁻¹. Number 10: maximum force 9.1 eV Å⁻¹. Number 11: maximum force 1.3 eV Å⁻¹. Number 12: maximum force 4.7 eV Å⁻¹.